[1]
{
  "formula": "CH3N2O2S",
  "method": "ωB97M-V/def2-TZVPD",
  "charge": -1,
  "lumo_ev": 4.09,
  "smiles": "[NH-]NC=S(=O)=O",
  "e_homo_ha": -0.121,
  "elements": ["N", "N", "C", "S", "O", "O", "H", "H", "H"],
  "coordinates": [[-0.7502, 0.1760, -1.1338], [0.1162, -0.3513, -0.3219], [0.8508, 0.2980, 0.5302], [0.6548, 2.1063, 0.9299], [-0.7656, 2.1712, 1.5424], [1.7593, 2.3584, 1.8721], [-1.2806, 0.9840, -0.8717], [0.2805, -1.2473, -0.7177], [1.7282, -0.1572, 1.0246]]
}

***

[2]
{
  "formula": "H20O10",
  "method": "ωB97M-V/def2-TZVPD",
  "multiplicity": 2,
  "charge": -1,
  "lumo_ev": [2.62, 2.64],
  "e_homo_ha": [-0.010, -0.270],
  "elements": ["O", "H", "H", "O", "H", "H", "O", "H", "H", "O", "H", "H", "O", "H", "H", "O", "H", "H", "O", "H", "H", "O", "H", "H", "O", "H", "H", "O", "H", "H"],
  "coordinates": [[2.9177, -1.5070, 1.1700], [2.5743, -0.8426, 1.7674], [3.8060, -1.6761, 1.4841], [0.3951, -3.2352, 0.4764], [-0.0337, -2.3825, 0.4041], [1.3261, -3.0465, 0.3584], [-0.5339, -0.6751, 0.5437], [0.0569, -0.2191, 1.1430], [-0.8646, 0.0111, -0.0359], [-1.2492, -1.6272, 3.1484], [-1.5271, -1.5640, 2.2346], [-0.4930, -1.0436, 3.2102], [-0.7715, 3.0341, -1.4456], [-0.8950, 2.1499, -1.7909], [-0.3353, 3.5092, -2.1529], [1.6968, -1.2503, -1.3796], [2.4600, -1.1518, -1.9489], [2.0554, -1.5637, -0.5494], [-0.0938, 0.5843, -1.8853], [0.2890, -0.1981, -1.4885], [0.5665, 0.8841, -2.5101], [-2.5189, -0.1945, -2.7956], [-2.6029, -0.3220, -3.7406], [-1.5758, -0.1293, -2.6452], [0.1592, 2.0226, 0.8467], [1.1063, 1.8885, 0.8104], [-0.0604, 2.4139, 0.0012], [-2.2622, 1.8763, 2.4238], [-1.3491, 1.5925, 2.4684], [-2.2428, 2.6622, 1.8777]]
}

***

Record-wise energy above the lowest of the compared OMol25 structures with the same formula, charge and spin values, in kJ/mol: 321.35; 52.32